No. 1
Entry from the OMol25 dataset: the molecule C4H4N2 at a distorted geometry (ωB97M-V with the def2-TZVPD basis set).

The orbital gap (spin up / spin down) comes out at 0.253 / 0.268 hartree. Its calculated total energy is -7184.031 eV. As for the multiplicity: 3. The calculation puts the largest force on an atom at 3.97 eV/Å. As for the HOMO energy (spin up / spin down): -0.2540 / -0.3429 hartree. Its expectation value of S² is 2.06.

Last column: Mulliken spin population.
Atoms and positions in Å:
C: 0.545697 1.306987 -0.119010  -0.021
C: 1.686055 0.827828 -0.098167  0.358
C: -0.786830 0.871518 0.044408  0.034
C: -0.350200 -0.793666 -0.103208  0.054
N: 2.004824 -0.516262 0.106890  0.727
N: 1.000263 -1.210129 0.016430  0.783
H: -1.006731 0.891245 1.095776  0.011
H: -1.585792 1.259725 -0.559998  0.010
H: -0.843086 -1.554027 0.632485  0.015
H: -0.664196 -1.083221 -1.015604  0.029

Forces on atoms 1 to 3 (eV/Å):
C 2.63 0.59 -0.84
C -0.22 0.11 0.46
C 1.29 -1.97 1.73

No. 2
Entry from the OMol25 dataset: the molecule C4H4N2O at a distorted geometry (ωB97M-V with the def2-TZVPD basis set).

The orbital gap comes out at 0.331 hartree. Its calculated total energy is -9238.004 eV. The calculation puts the largest force on an atom at 1.26 eV/Å. As for the HOMO energy: -0.3444 hartree.

Last column: natural (NBO) charge in e.
Atoms and positions in Å:
O: 0.103788 1.548252 2.086980  -0.527
C: 0.276752 0.853937 1.117745  0.615
C: -0.528553 1.006240 -0.143988  -0.380
C: -0.974427 -0.138773 -0.685624  0.015
N: -0.135693 -1.258521 -0.533323  -0.679
C: 1.135336 -0.780057 -0.104356  0.376
N: 1.316373 -0.071145 0.928206  -0.467
H: -0.761119 1.998761 -0.490126  0.238
H: -1.866814 -0.271108 -1.294097  0.217
H: -0.467751 -2.073966 -0.021146  0.408
H: 1.917474 -0.808235 -0.861039  0.183

Forces on atoms 1 to 3 (eV/Å):
O 0.12 -0.40 -0.18
C -0.33 0.62 0.05
C -0.67 0.22 0.21

No. 3
Entry from the OMol25 dataset: the molecule C4H4N2O (ωB97M-V with the def2-TZVPD basis set).

The orbital gap comes out at 0.355 hartree. Its calculated total energy is -9239.612 eV. The calculation puts the largest force on an atom at 0.46 eV/Å. As for the HOMO energy: -0.3324 hartree.

Last column: natural (NBO) charge in e.
Atoms and positions in Å:
O: 2.039315 -1.521041 -0.084547  -0.583
C: 1.042598 -0.827211 -0.077887  0.623
C: 0.998216 0.629038 -0.128461  -0.361
C: -0.183772 1.257162 -0.010326  0.052
N: -1.352440 0.536943 0.106868  -0.592
C: -1.466089 -0.818731 0.108731  0.196
N: -0.250025 -1.401068 -0.001068  -0.624
H: 1.932016 1.166481 -0.224525  0.242
H: -0.273664 2.339409 0.005967  0.217
H: -2.211396 1.046493 0.239180  0.411
H: -0.274761 -2.407472 0.066071  0.419

Forces on atoms 1 to 3 (eV/Å):
O -0.37 0.19 -0.04
C 0.00 -0.02 0.01
C 0.01 -0.02 0.04

No. 4
Entry from the OMol25 dataset: the molecule C4H4N2O at a distorted geometry (ωB97M-V with the def2-TZVPD basis set).

The orbital gap (spin up / spin down) comes out at 0.286 / 0.286 hartree. Its calculated total energy is -9233.865 eV. The calculation puts the largest force on an atom at 5.19 eV/Å. As for the HOMO energy (spin up / spin down): -0.2698 / -0.2698 hartree.

Last column: natural (NBO) charge in e.
Atoms and positions in Å:
O: -2.067182 0.955039 0.059200  -0.669
C: -0.883487 0.376162 -0.004964  0.495
N: -0.761299 -0.961076 0.334899  -0.552
C: 0.608921 -1.278565 0.217118  -0.120
C: 1.332137 -0.159923 0.361650  0.067
C: 0.492783 1.059593 0.286701  -0.157
N: 1.817113 1.026493 -0.186809  -0.551
H: -2.100527 1.978653 0.037460  0.525
H: -1.352419 -1.687279 0.003787  0.408
H: 0.787010 -2.237374 -0.008400  0.193
H: 2.126952 0.928274 -1.100641  0.360

Forces on atoms 1 to 3 (eV/Å):
O -1.36 1.81 -0.05
C 3.73 1.99 0.98
N 0.96 1.00 -1.11

No. 5
Entry from the OMol25 dataset: the molecule C4H4N2O at a distorted geometry (ωB97M-V with the def2-TZVPD basis set).

The orbital gap comes out at 0.354 hartree. Its calculated total energy is -9239.141 eV. The calculation puts the largest force on an atom at 2.90 eV/Å. As for the HOMO energy: -0.3974 hartree.

Last column: natural (NBO) charge in e.
Atoms and positions in Å:
H: 0.014455 -2.502863 -0.352009  0.361
N: 0.423735 -1.571353 -0.189639  -0.483
C: -0.498455 -0.672563 -0.015549  0.074
C: -1.859775 -1.155953 -0.091379  0.209
N: -2.925915 -1.607763 -0.170229  -0.248
C: -0.162295 0.769607 0.252931  0.536
C: 1.254335 1.212557 0.030461  -0.720
O: -1.062215 1.532907 0.582081  -0.478
H: 1.963415 0.404307 0.221841  0.249
H: 1.366905 1.568177 -0.996409  0.252
H: 1.485815 2.022937 0.727901  0.247

Forces on atoms 1 to 3 (eV/Å):
H 0.12 0.45 0.09
N -0.83 1.37 0.24
C 1.32 -2.54 -0.46

No. 6
Entry from the OMol25 dataset: a structure of composition C4H4N2O at a distorted geometry (ωB97M-V with the def2-TZVPD basis set).

The orbital gap comes out at 0.414 hartree. Its calculated total energy is -9236.546 eV. The calculation puts the largest force on an atom at 3.57 eV/Å. As for the HOMO energy: -0.4175 hartree.

Last column: natural (NBO) charge in e.
Atoms and positions in Å:
N: 2.516430 0.774269 0.408101  -0.254
C: 1.715000 0.063588 -0.026922  0.198
C: 0.712229 -0.748662 -0.724166  -0.117
O: -0.383260 -1.155008 -0.012601  -0.467
C: -1.230763 -0.109859 0.236066  -0.118
C: -0.817217 0.871379 1.245809  0.199
N: -0.543582 1.725804 1.974917  -0.254
H: 1.168672 -1.656652 -1.162179  0.250
H: 0.068837 0.212611 -1.471699  0.158
H: -0.985600 0.563965 -0.941431  0.156
H: -2.220742 -0.541431 0.474106  0.249

Forces on atoms 1 to 3 (eV/Å):
N -0.67 -0.76 -0.33
C 0.77 0.68 0.32
C -0.68 1.38 -1.56

No. 7
Entry from the OMol25 dataset: the molecule C4H4N2O at a distorted geometry (ωB97M-V with the def2-TZVPD basis set).

The orbital gap comes out at 0.358 hartree. Its calculated total energy is -9237.669 eV. The calculation puts the largest force on an atom at 3.17 eV/Å. As for the HOMO energy: -0.3528 hartree.

Last column: natural (NBO) charge in e.
Atoms and positions in Å:
C: -1.944060 -0.562501 -0.091380  -0.312
C: -1.067923 0.393498 0.092348  -0.270
C: 0.375198 0.085674 0.088074  0.274
C: 1.477340 0.917979 -0.056973  -0.170
N: 2.561888 0.108423 -0.059526  -0.190
N: 2.245491 -1.087235 0.004802  0.105
O: 0.825345 -1.227960 0.118314  -0.309
H: -1.668674 -1.664212 -0.239936  0.215
H: -2.962474 -0.317399 -0.152696  0.198
H: -1.432791 1.357272 0.298046  0.226
H: 1.590658 1.996460 -0.001076  0.233

Forces on atoms 1 to 3 (eV/Å):
C 0.44 -2.72 -0.53
C 1.58 -1.47 0.21
C 0.68 0.18 -0.28

No. 8
Entry from the OMol25 dataset: a structure of composition C4H4N2O at a distorted geometry (ωB97M-V with the def2-TZVPD basis set).

The orbital gap comes out at 0.333 hartree. Its calculated total energy is -9235.381 eV. The calculation puts the largest force on an atom at 3.44 eV/Å. As for the HOMO energy: -0.3239 hartree.

Last column: natural (NBO) charge in e.
Atoms and positions in Å:
N: 2.445736 0.272410 0.019754  -0.725
C: 1.202325 0.025141 0.010683  0.370
C: 0.192125 -1.736660 -0.007493  0.146
N: -1.032717 -1.624522 -0.012736  -0.391
C: -1.667612 -0.365181 -0.006525  -0.171
C: -1.025884 0.811715 0.006350  0.178
O: 0.298549 1.070878 0.016097  -0.501
H: 2.639513 1.287626 0.031640  0.353
H: 1.250855 -1.748941 -0.006320  0.318
H: -2.751001 -0.381839 -0.012914  0.221
H: -1.587978 1.737435 0.010465  0.201

Forces on atoms 1 to 3 (eV/Å):
N -1.12 -0.50 -0.01
C -0.52 0.42 0.01
C 0.66 3.37 0.02

No. 9
Entry from the OMol25 dataset: the molecule C4H4N2O (ωB97M-V with the def2-TZVPD basis set).

The orbital gap comes out at 0.318 hartree. Its calculated total energy is -9235.665 eV. The calculation puts the largest force on an atom at 0.65 eV/Å. As for the HOMO energy: -0.3547 hartree.

Last column: natural (NBO) charge in e.
Atoms and positions in Å:
O: 2.218531 -1.136655 0.817522  -0.537
C: 1.518525 -0.990760 -0.154913  0.494
C: 0.929614 1.638739 -0.443040  0.191
C: -0.261090 1.448333 0.086757  -0.397
N: -1.160044 0.406119 0.272495  -0.597
C: -0.893560 -0.911710 -0.031719  0.320
N: 0.219070 -1.467819 -0.247874  -0.508
H: 1.905473 -0.563240 -1.101368  0.139
H: -0.550067 2.442995 0.454422  0.295
H: -2.125844 0.651450 0.424509  0.415
H: -1.800612 -1.517457 -0.076789  0.184

Forces on atoms 1 to 3 (eV/Å):
O -0.31 0.07 -0.35
C 0.20 0.01 0.23
C -0.60 -0.02 0.26

No. 10
Entry from the OMol25 dataset: the molecule C4H4N2O (ωB97M-V with the def2-TZVPD basis set).

The orbital gap comes out at 0.349 hartree. Its calculated total energy is -9237.294 eV. The calculation puts the largest force on an atom at 0.82 eV/Å. As for the HOMO energy: -0.3524 hartree.

Last column: natural (NBO) charge in e.
Atoms and positions in Å:
H: 2.409929 0.701529 -0.824270  0.358
N: 2.064049 -0.171388 -0.430465  -0.644
C: 1.101482 0.046189 0.349401  0.497
C: 0.161776 -1.041529 0.621060  -0.198
C: -1.014625 -0.726004 0.063468  -0.241
C: -1.348949 0.689545 -0.054238  -0.039
N: -0.612596 1.661253 0.356857  -0.059
O: 0.684277 1.316264 0.711078  -0.364
H: 0.495430 -2.044122 0.866098  0.240
H: -1.642886 -1.486189 -0.376508  0.232
H: -2.344611 0.998026 -0.356864  0.217

Forces on atoms 1 to 3 (eV/Å):
H 0.34 0.11 0.29
N 0.10 0.27 0.36
C 0.23 -0.16 -0.34

For each record above, in turn, the calculated relative energy (zero: lowest compared OMol25 entry of this formula, charge and spin) values are 4.324; 2.484; 0.876; 6.623; 1.347; 3.941; 2.819; 5.107; 4.823; 3.194 eV.